## A
Molecular formula: C4H7FS
Method: DFT, ωB97M-V/def2-TZVPD

The geometry in ORCA input format:
```
! wB97M-V def2-TZVPD RIJCOSX def2/J DEFGRID3
* xyz 0 1
C 1.747 -0.006 1.174
C -0.260 -0.168 -0.668
C -0.548 -0.754 -1.930
C -1.291 0.489 0.347
H 2.147 -1.022 0.758
H 2.559 0.578 1.983
H 0.741 -0.058 1.794
H -1.694 -0.944 -1.872
H 0.097 -0.935 -2.626
H -0.931 1.668 0.172
H -1.362 0.228 1.499
F -2.624 0.248 -0.085
S 1.420 0.676 -0.544
*
```

Computed properties:
HOMO = -0.3231 Eh
LUMO energy = 0.022 Ha
structure (SMILES) = C=C(CF)SC

=====

## B
Molecular formula: C4H7FS
Method: DFT, ωB97M-V/def2-TZVPD

The geometry in ORCA input format:
```
! wB97M-V def2-TZVPD RIJCOSX def2/J DEFGRID3
* xyz 0 1
C -0.284 0.917 1.891
C -0.256 0.866 0.363
C -0.248 -0.705 1.787
C -0.304 -0.435 0.307
F -0.247 -1.308 -0.743
S 0.438 -0.619 -4.349
H 0.532 1.525 2.331
H -1.180 1.105 2.382
H -0.421 1.623 -0.378
H 1.613 -0.249 -4.893
H 0.661 -1.104 2.343
H -1.107 -1.317 2.064
H 0.803 -0.299 -3.105
*
```

Computed properties:
HOMO = -0.3524 Eh
LUMO energy = 0.035 Ha
structure (SMILES) = FC1=CCC1.S

=====

## C
Molecular formula: C4H7FS
Method: DFT, ωB97M-V/def2-TZVPD

The geometry in ORCA input format:
```
! wB97M-V def2-TZVPD RIJCOSX def2/J DEFGRID3
* xyz 0 1
C -1.572 0.690 0.839
C -2.062 0.612 -0.558
C 1.657 0.152 -0.378
C 2.816 0.610 0.059
H -2.246 0.393 1.636
H -0.891 1.495 1.098
H -3.076 0.264 -0.727
H -1.718 1.365 -1.260
H 1.130 0.502 -1.261
H 3.318 1.403 -0.481
H 3.280 0.211 0.953
F 0.987 -0.828 0.250
S -0.858 -0.661 -0.123
*
```

Computed properties:
HOMO = -0.2750 Eh
LUMO energy = 0.040 Ha

=====

Least stable: C

=====

## A
Molecular formula: C22H25N3O4
Method: DFT, ωB97M-V/def2-TZVPD

The geometry in ORCA input format:
```
! wB97M-V def2-TZVPD RIJCOSX def2/J DEFGRID3
* xyz 0 1
C -7.588 0.704 1.456
H -7.780 1.615 0.879
O -6.796 -0.207 0.738
C -5.537 0.184 0.366
C -4.967 1.419 0.644
C -3.680 1.711 0.222
C -2.939 0.773 -0.484
C -3.514 -0.467 -0.765
C -4.793 -0.757 -0.346
H -5.244 -1.714 -0.560
H -2.945 -1.202 -1.314
N -1.638 0.991 -0.949
C -0.833 2.061 -0.690
O -1.156 3.025 -0.017
N 0.421 2.018 -1.266
C 1.301 3.132 -0.964
H 1.113 3.460 0.061
H 2.337 2.804 -1.059
C 1.049 4.321 -1.904
H 1.749 5.125 -1.668
H 0.026 4.683 -1.751
O 1.272 3.996 -3.258
H 0.591 3.372 -3.531
C 0.947 0.929 -2.069
C 1.400 -0.248 -1.233
C 2.533 -0.228 -0.492
C 2.941 -1.335 0.309
C 2.129 -2.485 0.289
C 2.468 -3.613 1.036
C 3.608 -3.612 1.812
C 4.413 -2.466 1.834
C 4.106 -1.338 1.106
C 4.995 -0.134 1.165
H 5.832 -0.313 1.834
H 5.390 0.102 0.177
H 4.444 0.733 1.527
H 5.302 -2.475 2.447
C 3.995 -4.803 2.628
H 3.290 -5.619 2.492
H 4.989 -5.148 2.345
H 4.026 -4.541 3.685
H 1.828 -4.482 1.003
N 0.997 -2.476 -0.480
C 0.549 -1.428 -1.236
O -0.505 -1.521 -1.857
H 0.409 -3.303 -0.481
H 3.156 0.653 -0.503
H 0.195 0.583 -2.786
H 1.796 1.320 -2.636
H -1.267 0.192 -1.451
H -3.247 2.671 0.448
H -5.510 2.173 1.191
H -8.532 0.192 1.642
H -7.128 0.972 2.413
*
```

Computed properties:
HOMO = -0.2725 Eh
LUMO energy = -0.007 Ha
structure (SMILES) = COc1ccc(NC(=O)N(CCO)Cc2cc3c(C)cc(C)cc3[nH]c2=O)cc1

=====

## B
Molecular formula: C22H25N3O4
Method: DFT, ωB97M-V/def2-TZVPD

The geometry in ORCA input format:
```
! wB97M-V def2-TZVPD RIJCOSX def2/J DEFGRID3
* xyz 0 1
C 9.173 -1.817 1.581
H 10.050 -2.261 1.115
H 9.497 -0.964 2.176
H 8.741 -2.559 2.250
C 8.175 -1.380 0.513
H 7.850 -2.251 -0.057
H 8.664 -0.685 -0.171
C 6.940 -0.692 1.113
C 6.108 0.055 0.055
C 4.979 0.835 0.733
H 5.392 1.568 1.428
H 4.365 0.134 1.299
C 4.115 1.556 -0.303
N 3.583 0.607 -1.250
C 2.297 0.263 -1.442
O 1.963 -0.604 -2.237
C 1.221 0.964 -0.684
N 1.304 2.078 0.002
O 0.069 2.362 0.476
C -0.788 1.407 0.074
C -0.119 0.485 -0.672
H -0.493 -0.394 -1.147
C -2.216 1.528 0.485
O -2.899 0.401 0.000
C -4.243 0.295 0.221
C -4.853 -0.824 -0.303
C -6.229 -1.034 -0.137
C -6.910 -2.160 -0.651
C -8.255 -2.280 -0.440
C -8.917 -1.272 0.287
N -8.326 -0.220 0.777
C -7.000 -0.078 0.583
C -6.351 1.055 1.108
C -5.007 1.241 0.934
H -4.539 2.119 1.350
H -6.944 1.773 1.652
H -9.983 -1.342 0.469
H -8.811 -3.125 -0.817
H -6.356 -2.907 -1.203
H -4.257 -1.540 -0.847
H -2.632 2.458 0.068
H -2.271 1.588 1.584
C 4.614 -0.127 -1.955
C 5.497 -0.896 -0.974
H 6.278 -1.410 -1.535
H 4.899 -1.641 -0.449
H 4.122 -0.811 -2.649
H 5.222 0.586 -2.524
H 3.298 2.091 0.177
H 4.732 2.276 -0.855
H 6.773 0.762 -0.455
O 6.087 -1.617 1.757
H 6.612 -2.132 2.378
H 7.287 0.055 1.850
*
```

Computed properties:
HOMO = -0.3109 Eh
LUMO energy = 0.007 Ha
structure (SMILES) = CC[C@H](O)C1CCN(C(=O)c2cc(COc3ccc4ncccc4c3)on2)CC1

=====

Least stable: B

=====

## A
Molecular formula: C6H14NO
Method: DFT, ωB97M-V/def2-TZVPD

The geometry in ORCA input format:
```
! wB97M-V def2-TZVPD RIJCOSX def2/J DEFGRID3
* xyz 0 2
C 4.475 -0.840 0.186
C 3.275 0.136 0.409
C 1.984 -0.207 -0.166
C -1.704 0.438 0.644
O -2.575 1.609 0.548
C -0.520 0.440 -0.320
C 0.809 0.467 0.117
N -5.703 -0.605 -0.947
H 5.331 -0.664 0.953
H 4.585 -1.123 -0.928
H 3.576 1.219 0.132
H 3.050 0.287 1.525
H 1.956 -0.799 -1.094
H -6.148 -0.036 -1.623
H -2.380 -0.374 0.625
H -1.237 0.446 1.741
H -2.397 2.281 -0.106
H -0.740 -0.134 -1.223
H 0.951 1.210 1.094
H 4.042 -1.728 0.642
H -4.704 -0.475 -1.129
H -5.925 -1.548 -1.080
*
```

Computed properties:
HOMO (alpha / beta) = -0.2911 / -0.3625 Eh
LUMO energy (alpha / beta) = 0.037 / -0.026 Ha

=====

## B
Molecular formula: C6H14NO
Method: DFT, ωB97M-V/def2-TZVPD

The geometry in ORCA input format:
```
! wB97M-V def2-TZVPD RIJCOSX def2/J DEFGRID3
* xyz 0 2
C -3.456 1.139 2.560
C -2.472 0.031 2.198
C -1.642 0.281 0.987
C 1.744 -0.660 -0.363
O 2.234 -1.829 -1.021
C 0.270 -0.452 -0.468
C -0.561 -0.481 0.646
N 4.151 0.302 -3.969
H -3.860 1.008 3.552
H -4.087 1.408 1.726
H -2.971 -0.940 2.126
H -1.781 -0.153 3.027
H -2.048 0.917 0.200
H 4.019 -0.196 -4.840
H 2.348 0.166 -0.746
H 1.994 -0.765 0.688
H 1.569 -2.362 -1.459
H -0.042 0.174 -1.305
H -0.239 -1.161 1.417
H -2.814 2.022 2.713
H 3.249 0.287 -3.508
H 4.397 1.263 -4.162
*
```

Computed properties:
HOMO (alpha / beta) = -0.2859 / -0.3650 Eh
LUMO energy (alpha / beta) = 0.037 / -0.020 Ha

=====

Least stable: A

=====

## A
Molecular formula: C36H29N8O2S2Ta
Method: DFT, ωB97M-V/def2-TZVPD

The geometry in ORCA input format:
```
! wB97M-V def2-TZVPD RIJCOSX def2/J DEFGRID3
* xyz 2 1
Ta -0.264 -0.863 -0.475
N -2.874 1.641 -3.315
C -1.884 1.012 -2.664
S -2.262 -0.521 -1.915
N -0.723 1.576 -2.573
N 0.213 0.774 -1.940
C 1.444 1.089 -2.211
C 1.839 2.191 -3.105
C 1.513 3.512 -2.802
C 1.942 4.532 -3.631
C 2.664 4.240 -4.782
C 2.970 2.925 -5.099
C 2.574 1.899 -4.254
C 2.477 0.224 -1.625
C 3.833 0.456 -1.769
C 4.728 -0.482 -1.271
C 4.230 -1.632 -0.691
C 2.858 -1.780 -0.561
N 1.999 -0.850 -0.971
H -3.741 1.166 -3.496
H -2.641 2.440 -3.884
H 0.925 3.738 -1.923
H 1.704 5.559 -3.389
H 2.985 5.040 -5.434
H 3.520 2.695 -6.000
H 2.815 0.873 -4.502
H 4.174 1.348 -2.271
H 5.793 -0.322 -1.361
H 4.884 -2.415 -0.334
H 2.440 -2.675 -0.125
O -0.368 -4.142 -2.808
C -0.596 -3.451 -1.868
O 0.230 -2.474 -1.443
C -1.817 -3.542 -1.007
C -2.705 -4.587 -1.139
C -3.832 -4.601 -0.328
C -4.018 -3.549 0.552
C -3.083 -2.528 0.605
N -1.974 -2.525 -0.141
H -2.498 -5.354 -1.872
H -4.552 -5.404 -0.396
H -4.885 -3.498 1.195
H -3.252 -1.687 1.258
C 1.096 -4.118 2.422
C 1.910 -3.442 3.325
C 2.048 -2.076 3.203
C 1.374 -1.391 2.194
N 0.571 -2.052 1.323
C 0.460 -3.390 1.448
C 1.467 0.060 1.993
C 2.134 0.894 2.896
C 2.148 2.259 2.696
C 1.478 2.793 1.603
C 0.819 1.962 0.710
C 0.815 0.573 0.866
H 0.961 -5.188 2.465
H 2.434 -3.978 4.106
H 2.685 -1.533 3.883
H -0.162 -3.899 0.729
H 2.634 0.488 3.764
H 2.665 2.905 3.392
H 1.466 3.865 1.449
H 0.288 2.428 -0.112
N -4.182 3.468 3.958
C -4.128 2.129 4.013
S -4.990 1.200 5.045
C -3.238 1.485 2.999
C -3.155 1.932 1.689
C -2.394 1.230 0.774
N -1.695 0.130 1.088
C -1.741 -0.271 2.377
C -2.498 0.354 3.337
H -4.765 3.950 4.624
H -3.519 4.012 3.433
H -3.713 2.792 1.344
H -2.343 1.569 -0.250
H -1.172 -1.149 2.634
H -2.540 -0.037 4.344
*
```

Computed properties:
HOMO = -0.4767 Eh
LUMO energy = -0.246 Ha

=====

## B
Molecular formula: C36H29N8O2S2Ta
Method: DFT, ωB97M-V/def2-TZVPD

The geometry in ORCA input format:
```
! wB97M-V def2-TZVPD RIJCOSX def2/J DEFGRID3
* xyz 2 1
Ta -0.329 -0.288 0.106
N -2.753 -0.316 3.584
C -1.777 -0.698 2.760
S -0.388 0.397 2.560
N -1.814 -1.797 2.083
N -0.675 -2.015 1.339
C 0.203 -2.890 1.768
C -0.027 -3.816 2.865
C -1.286 -4.412 3.030
C -1.509 -5.283 4.077
C -0.501 -5.555 4.992
C 0.742 -4.955 4.848
C 0.984 -4.094 3.797
C 1.517 -2.746 1.140
C 2.500 -3.735 1.161
C 3.743 -3.457 0.617
C 3.977 -2.198 0.079
C 2.943 -1.273 0.072
N 1.747 -1.542 0.578
H -2.577 0.452 4.213
H -3.499 -0.959 3.793
H -2.063 -4.211 2.310
H -2.474 -5.755 4.179
H -0.686 -6.232 5.812
H 1.522 -5.161 5.563
H 1.943 -3.606 3.720
H 2.274 -4.702 1.579
H 4.517 -4.208 0.616
H 4.940 -1.941 -0.333
H 3.068 -0.288 -0.360
O 0.792 2.699 0.281
C 1.146 2.068 -0.695
O 0.507 0.954 -0.966
C 2.263 2.428 -1.606
C 2.834 3.697 -1.582
C 3.887 3.963 -2.446
C 4.312 2.964 -3.309
C 3.654 1.738 -3.272
N 2.670 1.463 -2.436
H 2.456 4.448 -0.908
H 4.367 4.929 -2.450
H 5.128 3.127 -3.996
H 3.924 0.932 -3.944
C -3.652 2.938 1.135
C -4.700 2.597 0.290
C -4.513 1.572 -0.619
C -3.292 0.895 -0.655
N -2.300 1.228 0.186
C -2.465 2.234 1.040
C -3.032 -0.237 -1.544
C -3.846 -0.485 -2.650
C -3.625 -1.590 -3.448
C -2.629 -2.489 -3.101
C -1.818 -2.238 -2.001
C -1.958 -1.087 -1.237
H -3.750 3.734 1.854
H -5.642 3.122 0.335
H -5.314 1.280 -1.276
H -1.615 2.486 1.663
H -4.637 0.201 -2.903
H -4.244 -1.759 -4.317
H -2.477 -3.378 -3.694
H -1.062 -2.969 -1.742
N 3.546 -3.609 -6.069
C 2.588 -2.681 -5.998
S 1.924 -2.017 -7.358
C 2.077 -2.275 -4.678
C 1.497 -1.018 -4.511
C 0.959 -0.669 -3.287
N 0.976 -1.476 -2.230
C 1.527 -2.676 -2.384
C 2.086 -3.123 -3.567
H 3.879 -3.912 -6.973
H 3.962 -4.021 -5.250
H 1.455 -0.334 -5.344
H 0.495 0.293 -3.142
H 1.513 -3.326 -1.519
H 2.485 -4.125 -3.619
*
```

Computed properties:
HOMO = -0.4572 Eh
LUMO energy = -0.263 Ha

=====

Least stable: B

=====

## A
Molecular formula: C5H8BrCl
Method: DFT, ωB97M-V/def2-TZVPD

The geometry in ORCA input format:
```
! wB97M-V def2-TZVPD RIJCOSX def2/J DEFGRID3
* xyz 0 3
C -0.826 1.897 -0.713
C -1.768 1.422 0.033
C 1.126 -0.421 1.185
C 0.356 -1.919 -0.654
C 1.228 -1.058 -0.142
Cl -2.510 -0.168 -0.195
Br 2.528 -0.216 -1.258
H -0.239 1.198 -1.242
H -0.594 2.904 -0.470
H 2.172 -0.185 1.661
H 0.519 -1.170 1.709
H 0.569 0.456 1.097
H -2.572 1.927 0.693
H 0.499 -2.447 -1.643
H -0.489 -2.219 -0.060
*
```

Computed properties:
HOMO (alpha / beta) = -0.1994 / -0.3731 Eh
LUMO energy (alpha / beta) = 0.030 / -0.084 Ha

=====

## B
Molecular formula: C5H8BrCl
Method: DFT, ωB97M-V/def2-TZVPD

The geometry in ORCA input format:
```
! wB97M-V def2-TZVPD RIJCOSX def2/J DEFGRID3
* xyz 0 3
C 0.121 0.144 -0.821
C 0.117 -0.229 0.716
C -1.226 0.306 -0.096
C 0.930 1.446 -1.123
C 0.079 -1.569 1.261
Cl -1.766 1.863 0.407
Br -2.680 -0.976 -0.484
H 0.344 -0.676 -1.600
H 0.473 0.698 1.198
H 0.821 1.625 -2.254
H 1.984 1.068 -0.971
H 0.510 2.226 -0.449
H -0.858 -2.101 0.994
H 0.308 -1.555 2.381
H 0.842 -2.270 0.840
*
```

Computed properties:
HOMO (alpha / beta) = -0.1748 / -0.3482 Eh
LUMO energy (alpha / beta) = 0.030 / -0.131 Ha

=====

Least stable: B

=====

## A
Molecular formula: C3H7IOS2
Method: DFT, ωB97M-V/def2-TZVPD

The geometry in ORCA input format:
```
! wB97M-V def2-TZVPD RIJCOSX def2/J DEFGRID3
* xyz 0 1
C 0.424 1.506 -0.250
C 1.123 -0.934 0.166
C 0.188 0.187 0.517
O -1.180 -0.435 -1.659
S -1.791 -2.994 0.449
S -1.426 -0.464 -0.253
I -3.314 1.118 0.333
H 1.446 1.810 -0.096
H 0.411 1.334 -1.213
H -0.109 2.247 0.116
H 1.884 -0.742 -0.535
H 0.535 -1.658 -0.270
H 1.623 -1.342 1.036
H 0.185 0.366 1.661
*
```

Computed properties:
HOMO (alpha / beta) = -0.3273 / -0.3325 Eh
LUMO energy (alpha / beta) = -0.087 / -0.090 Ha

=====

## B
Molecular formula: C3H7IOS2
Method: DFT, ωB97M-V/def2-TZVPD

The geometry in ORCA input format:
```
! wB97M-V def2-TZVPD RIJCOSX def2/J DEFGRID3
* xyz 0 1
C -0.624 0.639 -0.820
C 0.526 -0.397 1.013
C 0.632 -0.080 -0.443
O 2.088 1.691 -1.774
S 1.624 2.658 0.929
S 1.993 1.254 -0.409
I 4.219 -0.507 0.135
H -0.673 1.204 -1.738
H -1.304 -0.067 -1.106
H -0.937 1.167 -0.040
H -0.170 -1.340 1.290
H -0.048 0.314 1.584
H 1.407 -0.664 1.430
H 1.126 -0.770 -1.053
*
```

Computed properties:
HOMO (alpha / beta) = -0.3467 / -0.3464 Eh
LUMO energy (alpha / beta) = -0.101 / -0.101 Ha
structure (SMILES) = CC(C)[S@@](=O)(=S)I

=====

Least stable: A